Formula: C19H19IMnN5O2S
Source: OMol25
Level of theory: wB97M-V/def2-TZVPD

Atoms and positions in Å:
O 0.1915 2.0123 0.7946
C -0.9215 -2.2943 -0.7240
N 1.8470 0.3269 -0.5646
I 2.4423 -0.2146 2.8365
H -2.0308 0.7249 -0.1939
H -1.2424 5.5591 2.9171
C 0.6656 -4.1743 -1.2455
C -3.2612 -2.2182 -1.2757
H 0.0057 3.4044 2.6947
C 1.9350 -4.6987 -1.1755
O -0.7521 -0.5016 2.2653
N -0.5144 3.1066 0.7430
H -2.3969 5.0926 -1.1875
Mn 0.5502 -0.1813 1.0303
C 3.0099 1.0528 -0.4714
C -0.5562 3.8358 1.8793
H 2.1736 -5.6357 -1.6625
N 2.4535 0.9535 -2.5747
H 4.2330 2.0466 -2.0406
H 3.2546 -2.2453 0.7217
H -0.1071 -4.6833 -1.8062
H -2.4964 6.4076 0.9200
C -1.2440 5.0164 1.9829
H -1.9470 -0.4418 3.9155
C 2.9128 -3.9927 -0.4809
C -1.1689 3.5443 -0.4049
H 2.3788 1.1533 -3.5533
C 1.5312 0.3041 -1.8358
H -0.3007 -1.0550 4.2037
N -0.9487 -1.0005 -0.3584
C -1.8837 4.7585 -0.2983
C 2.5347 -2.8181 0.1446
H -2.0613 -3.9777 -1.4264
N 1.3129 -2.3138 0.0933
C -3.2660 -0.8715 -0.9270
H 3.4883 1.2279 0.4767
C -2.0846 -2.9251 -1.1774
C -1.1275 -1.0329 3.4720
C -2.0837 -0.3210 -0.4688
H 3.9298 -4.3520 -0.4182
H 0.6749 -0.1877 -2.2591
H -1.4995 -2.0709 3.3670
H -4.1608 -0.2716 -1.0056
C 3.3927 1.4627 -1.7098
C -1.9302 5.4857 0.8643
S -1.1320 2.6583 -1.8416
C 0.3692 -2.9582 -0.6166
H -4.1699 -2.6966 -1.6182

The spin multiplicity is 2. For the energy above the lowest of the compared OMol25 structures with the same formula, charge and spin, the calculation gives 20.4 kcal per mole. The net charge is -1. Its LUMO energy (alpha / beta) is 2.3 / 2.3 eV.